1.
The following is a quantum chemistry calculation of C10H13Cl in the gas phase at a distorted geometry, from OMol25.

Atoms and positions in Å:
C: -1.20 -2.32 0.36
C: -0.72 -0.93 0.10
C: -1.51 0.15 0.24
C: -1.17 1.47 -0.12
C: -1.48 2.74 -0.21
C: -0.23 2.33 -0.92
C: 0.68 -0.75 -0.30
C: 1.12 -1.44 -1.56
C: 1.46 0.01 0.46
C: 1.14 0.60 1.80
Cl: 3.11 0.32 -0.02
H: -0.74 -2.72 1.26
H: -0.93 -2.98 -0.47
H: -2.28 -2.34 0.48
H: -2.53 0.02 0.59
H: -2.10 3.56 0.04
H: -0.22 2.26 -2.00
H: 0.74 2.61 -0.51
H: 1.98 -0.94 -1.99
H: 0.31 -1.44 -2.29
H: 1.40 -2.47 -1.35
H: 2.02 0.57 2.43
H: 0.34 0.04 2.27
H: 0.82 1.64 1.71

Calculated values
**Spin multiplicity**: 1
**Energy above the lowest of the compared OMol25 structures with the same formula, charge and spin**: 0.0 kJ/mol
**SMILES string**: CC(=C/C1=CC1)/C(C)=C(\C)Cl


2.
The following is a quantum chemistry calculation of a gas-phase ion, C4H9N4O (charge +1) at a distorted geometry, from OMol25.

Atoms and positions in Å:
C: -0.60 -0.35 -1.37
C: -1.14 -0.88 -0.17
C: 0.48 1.78 -0.81
C: 2.19 0.96 0.80
N: -0.30 -0.88 0.83
N: 0.19 0.68 -1.57
N: -2.42 -1.33 -0.08
N: 1.38 1.98 0.09
O: -0.75 -1.50 2.01
H: -1.01 -0.81 -2.33
H: 3.20 1.38 1.07
H: 1.65 0.64 1.58
H: 2.36 0.20 -0.08
H: 0.65 0.91 -2.55
H: -2.80 -2.02 -0.68
H: -2.89 -1.44 0.81
H: 1.24 2.84 0.66
H: -1.44 -2.14 1.77

Calculated values
**Spin multiplicity**: 1
**Charge**: +1
**Energy above the lowest of the compared OMol25 structures with the same formula, charge and spin**: 548.8 kJ/mol


3.
The following is a quantum chemistry calculation of a molecular structure, C14H15Cl2IrN3O5 at a distorted geometry, from OMol25.

Atoms and positions in Å:
Ir: 0.73 0.24 -0.61
O: -0.16 1.37 1.23
C: -1.22 2.26 1.58
C: -2.26 2.29 0.45
N: -1.90 -0.27 -0.97
C: -2.46 -1.41 -0.21
C: -2.30 -1.20 1.32
O: -3.33 -1.41 1.97
O: -1.17 -0.83 1.75
C: -1.49 2.35 -0.84
C: -2.64 1.26 -3.06
O: -3.62 0.83 -3.59
O: -0.12 0.98 -2.58
H: -0.48 0.45 1.50
H: -0.79 3.25 1.74
H: -1.68 1.93 2.51
H: -2.96 3.12 0.51
H: -2.83 1.36 0.53
H: -1.93 -2.31 -0.53
H: -3.52 -1.49 -0.44
H: -0.62 3.00 -0.88
H: -2.02 3.26 -1.43
Cl: -1.45 0.87 -1.81
C: 1.08 -1.06 -3.95
C: 0.61 -1.48 -5.16
C: 0.07 -2.76 -5.23
C: 0.04 -3.54 -4.08
C: 0.54 -3.05 -2.88
Cl: 0.45 -4.08 -1.47
C: 1.02 -1.72 -2.73
N: 1.36 -1.25 -1.51
H: 0.63 -0.83 -6.03
H: -0.36 -3.13 -6.16
H: -0.38 -4.54 -4.10
C: 2.95 -2.48 1.70
C: 2.66 -1.11 1.30
N: 2.19 -0.22 0.75
H: 2.29 -2.76 2.52
H: 3.99 -2.62 2.01
H: 2.72 -3.07 0.82

Calculated values
**<S²>**: 6.05
**Spin multiplicity**: 5
**Charge**: -1
**Energy above the lowest of the compared OMol25 structures with the same formula, charge and spin**: 1777.8 kJ/mol


What is the energy above the lowest of the compared OMol25 structures with the same formula, charge and spin in the first record? 0.0 kJ/mol